{"formula": "C22H50LuN3OP3", "method": "wB97M-V/def2-TZVPD", "orbital_gap_ev": 7.80, "de_lowest_ev": 0.000, "lumo_energy_ev": -9.158, "total_energy_ha": -3366.461908, "charge": 3, "species": ["Lu", "P", "P", "P", "H", "C", "C", "H", "C", "C", "C", "C", "C", "C", "C", "C", "C", "H", "H", "H", "H", "H", "H", "H", "H", "H", "H", "H", "H", "H", "H", "H", "H", "H", "H", "H", "H", "H", "H", "H", "H", "H", "H", "H", "H", "H", "C", "C", "C", "C", "C", "C", "O", "H", "H", "H", "H", "H", "H", "C", "N", "C", "C", "N", "N", "C", "C", "H", "H", "H", "H", "H", "H", "H", "H", "H", "H", "H", "H", "H"], "xyz": [[-0.217, -0.279, -0.792], [-2.530, 0.700, -1.869], [-1.756, 0.143, 1.822], [1.022, -1.533, -3.063], [0.609, -3.536, 2.986], [1.513, -3.720, 2.399], [2.562, -2.883, 2.450], [2.527, -1.969, 3.054], [-4.182, -0.089, -1.777], [-2.956, 2.439, -1.497], [-2.227, 0.705, -3.676], [-0.746, -0.227, 3.316], [-2.276, 1.869, 2.217], [-3.286, -0.780, 2.226], [2.483, -2.575, -2.649], [1.729, -0.495, -4.404], [0.074, -2.727, -4.070], [1.529, -4.632, 1.790], [3.487, -3.078, 1.894], [-4.224, -0.976, -2.423], [-4.923, 0.642, -2.123], [-4.440, -0.377, -0.746], [-3.370, 2.888, -2.412], [-2.051, 2.989, -1.199], [-3.706, 2.490, -0.695], [-3.088, 1.186, -4.164], [-2.110, -0.320, -4.063], [-1.316, 1.281, -3.900], [-1.401, -0.529, 4.147], [-0.159, 0.650, 3.626], [-0.049, -1.051, 3.096], [-3.198, 1.856, 2.813], [-2.469, 2.424, 1.289], [-1.498, 2.400, 2.784], [-3.406, -0.842, 3.317], [-3.208, -1.796, 1.815], [-4.163, -0.283, 1.790], [2.572, -3.406, -3.363], [2.361, -2.993, -1.640], [3.409, -1.984, -2.668], [2.001, -1.116, -5.269], [2.619, 0.045, -4.060], [0.980, 0.243, -4.720], [0.699, -3.105, -4.890], [-0.811, -2.236, -4.488], [-0.264, -3.574, -3.461], [-1.931, -3.249, -0.927], [-3.299, -3.414, -1.106], [-3.723, -4.584, -1.743], [-2.788, -5.554, -2.123], [-1.436, -5.409, -1.809], [-1.003, -4.246, -1.160], [-1.424, -1.945, -0.699], [-2.130, -1.179, -1.002], [-3.999, -2.632, -0.795], [-4.788, -4.731, -1.954], [-3.127, -6.443, -2.654], [-0.717, -6.184, -2.071], [0.044, -4.073, -0.914], [1.148, 3.318, 2.315], [2.270, 2.820, 1.525], [3.598, 3.042, 2.079], [2.059, 1.878, 0.576], [0.855, 1.294, 0.427], [3.071, 1.496, -0.237], [4.191, 2.362, -0.594], [2.784, 0.394, -1.141], [1.494, 4.190, 2.872], [0.778, 2.574, 3.040], [0.325, 3.633, 1.660], [4.182, 2.111, 2.084], [4.135, 3.816, 1.516], [3.482, 3.397, 3.107], [0.189, 1.712, 1.079], [5.060, 2.194, 0.059], [4.505, 2.114, -1.615], [3.912, 3.424, -0.572], [2.504, -0.499, -0.555], [1.980, 0.694, -1.849], [3.679, 0.165, -1.727]], "lowdin_charge": [1.41, 0.73, 0.76, 0.73, 0.04, -0.08, -0.08, 0.04, -0.23, -0.23, -0.24, -0.24, -0.25, -0.26, -0.24, -0.25, -0.24, 0.06, 0.05, 0.06, 0.08, 0.05, 0.08, 0.05, 0.06, 0.08, 0.04, 0.05, 0.07, 0.04, 0.02, 0.07, 0.02, 0.03, 0.07, 0.04, 0.05, 0.07, 0.04, 0.05, 0.08, 0.04, 0.04, 0.07, 0.04, 0.03, -0.29, -0.02, -0.03, -0.04, -0.04, -0.05, -0.33, 0.01, 0.10, 0.13, 0.13, 0.13, 0.11, -0.03, -0.12, -0.02, -0.39, -0.07, -0.12, -0.02, -0.11, 0.11, 0.09, 0.10, 0.11, 0.10, 0.11, -0.02, 0.11, 0.10, 0.11, 0.08, 0.04, 0.11]}

=====

{"formula": "C22H50N2O6", "method": "wB97M-V/def2-TZVPD", "orbital_gap_ev": 8.92, "smiles": "CC1(C)CCCC(C)(C)N1O.CC1(C)CCCC(C)(C)N1O.OCCO.OCCO", "de_lowest_ev": 0.932, "lumo_energy_ev": 0.391, "total_energy_ha": -1428.999988, "species": ["C", "C", "C", "C", "C", "C", "C", "C", "C", "N", "O", "H", "H", "H", "H", "H", "H", "H", "H", "H", "H", "H", "H", "H", "H", "H", "H", "H", "H", "H", "C", "C", "C", "C", "C", "C", "C", "C", "C", "N", "O", "H", "H", "H", "H", "H", "H", "H", "H", "H", "H", "H", "H", "H", "H", "H", "H", "H", "H", "H", "O", "C", "C", "O", "H", "H", "H", "H", "H", "H", "O", "C", "C", "O", "H", "H", "H", "H", "H", "H"], "xyz": [[17.696, 15.178, 10.583], [17.215, 16.046, 9.373], [17.362, 17.515, 9.732], [18.009, 15.684, 8.104], [17.656, 14.349, 7.495], [16.098, 14.273, 7.278], [15.289, 14.553, 8.468], [13.793, 14.645, 7.932], [15.333, 13.282, 9.359], [15.794, 15.855, 9.018], [14.882, 16.310, 10.003], [18.036, 14.198, 10.219], [18.481, 15.786, 11.070], [16.849, 14.916, 11.225], [16.747, 17.832, 10.535], [18.422, 17.713, 9.913], [17.021, 18.046, 8.783], [17.780, 16.470, 7.378], [19.042, 15.727, 8.374], [18.032, 14.347, 6.483], [18.086, 13.501, 8.027], [15.709, 13.335, 6.851], [15.982, 15.147, 6.549], [13.050, 14.528, 8.705], [13.585, 13.822, 7.196], [13.649, 15.586, 7.401], [14.818, 12.455, 8.806], [14.852, 13.297, 10.291], [16.305, 12.896, 9.647], [14.878, 15.674, 10.780], [9.018, 14.401, 8.845], [8.199, 14.334, 7.553], [6.711, 14.731, 7.720], [8.833, 15.249, 6.527], [10.139, 14.774, 5.828], [9.885, 13.364, 5.245], [9.389, 12.376, 6.342], [8.947, 11.183, 5.442], [10.534, 11.935, 7.283], [8.202, 13.024, 6.841], [7.811, 12.071, 7.952], [8.710, 13.563, 9.414], [10.055, 14.301, 8.643], [8.821, 15.340, 9.390], [6.635, 15.828, 7.799], [6.115, 14.372, 6.865], [6.316, 14.204, 8.652], [8.123, 15.346, 5.736], [8.957, 16.348, 6.844], [10.440, 15.469, 5.041], [10.830, 14.725, 6.643], [10.847, 13.001, 4.891], [9.078, 13.439, 4.512], [9.890, 10.964, 4.926], [8.189, 11.464, 4.710], [8.704, 10.236, 6.007], [11.051, 11.163, 6.755], [9.995, 11.494, 8.128], [11.084, 12.813, 7.626], [7.340, 11.428, 7.392], [13.674, 9.787, 8.226], [14.264, 8.683, 8.867], [13.626, 7.314, 8.755], [12.468, 6.898, 9.592], [12.795, 9.943, 8.686], [15.225, 8.566, 8.418], [14.303, 8.929, 9.938], [14.385, 6.523, 8.764], [13.219, 7.330, 7.737], [12.938, 6.625, 10.431], [11.663, 9.408, 10.056], [11.427, 10.154, 11.214], [11.390, 9.321, 12.432], [12.539, 8.482, 12.663], [11.936, 8.496, 10.274], [12.105, 10.966, 11.336], [10.413, 10.656, 11.239], [10.520, 8.698, 12.392], [11.197, 9.983, 13.289], [13.268, 9.088, 12.692]], "lowdin_charge": [-0.01, -0.53, -0.04, -0.15, -0.16, -0.16, -0.50, -0.03, -0.03, -0.10, -0.04, 0.07, 0.09, 0.07, 0.06, 0.09, 0.11, 0.12, 0.11, 0.10, 0.10, 0.12, 0.15, 0.06, 0.09, 0.08, 0.09, 0.05, 0.07, 0.11, -0.01, -0.53, -0.03, -0.16, -0.15, -0.14, -0.54, -0.04, 0.00, -0.03, -0.07, 0.06, 0.05, 0.10, 0.08, 0.09, 0.10, 0.10, 0.15, 0.11, 0.07, 0.12, 0.12, 0.08, 0.08, 0.10, 0.08, 0.08, 0.06, 0.09, -0.09, -0.28, -0.19, -0.10, 0.08, 0.11, 0.12, 0.12, 0.12, 0.11, -0.08, -0.26, -0.24, -0.05, 0.05, 0.11, 0.14, 0.12, 0.13, 0.07]}

=====

{"formula": "C22H50N3OP2SYb", "method": "wB97M-V/def2-TZVPD", "orbital_gap_ev": [8.78, 8.70], "lumo_energy_ev": [-5.522, -5.579], "spin_multiplicity": 2, "total_energy_ha": -3346.841482, "charge": 2, "species": ["Yb", "P", "P", "N", "C", "H", "H", "C", "H", "H", "C", "H", "H", "C", "H", "H", "C", "C", "H", "H", "H", "C", "C", "H", "H", "H", "C", "C", "H", "H", "H", "C", "C", "H", "H", "H", "C", "O", "C", "H", "H", "H", "C", "H", "H", "H", "C", "H", "H", "H", "C", "H", "H", "H", "H", "H", "H", "H", "H", "H", "C", "C", "N", "C", "S", "N", "C", "C", "H", "H", "H", "H", "H", "H", "H", "H", "H", "H", "H", "H"], "xyz": [[-0.607, 0.179, -1.293], [0.102, -2.142, -2.397], [0.344, 2.494, -0.494], [0.338, 0.863, -3.414], [0.950, -1.542, -3.933], [1.827, -2.187, -4.103], [0.277, -1.711, -4.791], [1.420, -0.063, -3.900], [2.296, 0.063, -3.243], [1.732, 0.242, -4.918], [0.691, 2.339, -3.399], [-0.224, 2.887, -3.680], [1.444, 2.535, -4.185], [1.251, 2.862, -2.050], [1.331, 3.962, -2.100], [2.268, 2.458, -1.926], [1.165, 3.112, 1.022], [2.067, 2.009, 1.590], [2.992, 1.910, 1.024], [1.570, 1.030, 1.589], [2.295, 2.233, 2.643], [-1.306, 3.328, -0.744], [-2.401, 2.827, 0.229], [-3.350, 2.756, -0.321], [-2.552, 3.520, 1.068], [-2.207, 1.822, 0.646], [-1.566, -2.831, -2.934], [-2.325, -3.581, -1.828], [-3.388, -3.615, -2.106], [-2.267, -3.059, -0.863], [-2.001, -4.622, -1.695], [1.047, -3.504, -1.592], [0.540, -3.810, -0.181], [1.294, -4.373, 0.380], [-0.384, -4.394, -0.179], [0.338, -2.895, 0.390], [2.106, -0.410, -0.691], [3.141, -0.683, -0.264], [-1.113, 4.856, -0.752], [-0.092, 5.172, -0.495], [-1.326, 5.243, -1.759], [-1.810, 5.351, -0.062], [-1.514, -3.579, -4.275], [-2.165, -4.464, -4.254], [-1.905, -2.919, -5.062], [-0.502, -3.889, -4.570], [1.103, -4.735, -2.483], [1.738, -5.489, -2.002], [0.116, -5.185, -2.636], [1.547, -4.516, -3.460], [0.139, 3.538, 2.070], [-0.551, 2.720, 2.315], [0.659, 3.789, 2.997], [-0.450, 4.412, 1.779], [1.770, 3.977, 0.705], [2.070, -3.105, -1.494], [-1.616, 3.019, -1.761], [-2.145, -1.904, -3.122], [-0.415, 0.779, -4.111], [-2.425, 0.568, -2.050], [2.775, -0.463, 4.665], [1.274, -0.693, 4.637], [0.821, -0.892, 3.252], [-0.333, -0.466, 2.739], [-0.832, -0.916, 1.169], [-1.121, 0.371, 3.497], [-1.863, -0.209, 4.645], [-2.158, 0.912, 5.621], [3.317, -1.292, 4.200], [3.116, -0.368, 5.702], [3.023, 0.462, 4.138], [1.038, -1.580, 5.249], [0.734, 0.163, 5.049], [1.431, -1.441, 2.645], [-1.803, 0.852, 2.903], [-2.804, -0.673, 4.297], [-1.271, -0.997, 5.116], [-2.868, 1.623, 5.182], [-2.595, 0.498, 6.528], [-1.244, 1.459, 5.892]], "lowdin_spin": [1.01, 0.00, 0.00, 0.00, 0.00, 0.00, 0.00, 0.00, 0.00, 0.00, 0.00, 0.00, 0.00, 0.00, 0.00, 0.00, 0.00, 0.00, 0.00, 0.00, 0.00, 0.00, 0.00, 0.00, 0.00, 0.00, 0.00, 0.00, 0.00, 0.00, 0.00, 0.00, 0.00, 0.00, 0.00, 0.00, 0.00, 0.00, 0.00, 0.00, 0.00, 0.00, 0.00, 0.00, 0.00, 0.00, 0.00, 0.00, 0.00, 0.00, 0.00, 0.00, 0.00, 0.00, 0.00, 0.00, 0.00, 0.00, 0.00, 0.00, 0.00, 0.00, 0.00, 0.00, 0.00, 0.00, 0.00, 0.00, 0.00, 0.00, 0.00, 0.00, 0.00, 0.00, 0.00, 0.00, 0.00, 0.00, 0.00, 0.00]}

=====

{"formula": "C22H50N7O10", "method": "wB97M-V/def2-TZVPD", "orbital_gap_ev": 9.57, "de_lowest_ev": 1.593, "lumo_energy_ev": 2.310, "total_energy_ha": -2004.200917, "charge": -1, "species": ["O", "C", "O", "O", "H", "C", "C", "O", "N", "C", "H", "H", "H", "H", "H", "H", "H", "C", "C", "O", "N", "C", "H", "H", "H", "H", "H", "H", "H", "C", "C", "O", "N", "C", "H", "H", "H", "H", "H", "H", "H", "C", "C", "O", "N", "C", "H", "H", "H", "H", "H", "H", "H", "C", "C", "O", "N", "C", "H", "H", "H", "H", "H", "H", "H", "C", "C", "O", "N", "C", "H", "H", "H", "H", "H", "H", "H", "C", "C", "O", "N", "C", "H", "H", "H", "H", "H", "H", "H"], "xyz": [[-0.538, -27.409, -2.807], [-0.650, -27.393, -4.115], [0.305, -26.908, -4.765], [-1.747, -27.681, -4.620], [0.282, -26.914, -2.872], [-2.514, -30.646, -2.526], [-3.711, -29.805, -2.148], [-4.553, -30.167, -1.287], [-3.857, -28.666, -2.822], [-4.940, -27.703, -2.566], [-2.779, -31.464, -3.195], [-2.211, -31.216, -1.648], [-1.676, -30.095, -2.954], [-3.238, -28.527, -3.608], [-4.517, -26.716, -2.377], [-5.512, -28.070, -1.714], [-5.657, -27.585, -3.378], [-6.082, -29.014, -8.764], [-5.105, -30.176, -8.448], [-4.867, -30.991, -9.354], [-4.430, -30.228, -7.325], [-4.683, -29.421, -6.125], [-7.147, -29.167, -8.588], [-6.013, -28.754, -9.820], [-5.835, -28.162, -8.131], [-3.752, -30.971, -7.241], [-4.044, -28.539, -6.162], [-4.283, -29.916, -5.240], [-5.761, -29.307, -6.007], [0.995, -25.151, -8.147], [-0.019, -26.195, -8.590], [-0.256, -26.321, -9.784], [-0.506, -27.000, -7.644], [-1.421, -28.064, -7.967], [0.917, -24.948, -7.079], [0.751, -24.314, -8.801], [2.025, -25.451, -8.342], [-0.334, -26.856, -6.659], [-1.566, -28.692, -7.088], [-1.051, -28.666, -8.797], [-2.419, -27.713, -8.229], [-2.533, -23.986, -4.056], [-3.672, -24.502, -4.933], [-4.784, -23.923, -4.883], [-3.507, -25.533, -5.732], [-4.525, -26.020, -6.666], [-1.669, -24.642, -3.951], [-2.965, -23.821, -3.069], [-2.242, -22.989, -4.386], [-2.767, -26.179, -5.496], [-4.113, -26.554, -7.523], [-5.033, -25.138, -7.057], [-5.313, -26.525, -6.107], [2.380, -24.308, -3.523], [3.112, -25.538, -2.952], [4.052, -25.293, -2.169], [2.765, -26.795, -3.375], [3.496, -28.012, -3.099], [2.925, -23.397, -3.275], [1.366, -24.217, -3.135], [2.350, -24.399, -4.609], [2.019, -26.848, -4.054], [4.429, -27.801, -2.576], [3.804, -28.459, -4.045], [2.875, -28.727, -2.559], [2.244, -21.368, -0.517], [1.172, -22.395, -0.162], [0.913, -22.563, 1.025], [0.556, -22.943, -1.155], [-0.516, -23.913, -0.981], [1.845, -20.481, -0.023], [2.465, -21.178, -1.567], [3.110, -21.745, 0.027], [0.644, -22.529, -2.072], [-0.450, -24.483, -0.054], [-0.328, -24.605, -1.802], [-1.488, -23.420, -1.016], [0.590, -28.938, -0.310], [-0.454, -28.051, 0.333], [-0.194, -27.658, 1.479], [-1.599, -27.863, -0.283], [-2.735, -27.079, 0.241], [0.835, -29.769, 0.352], [1.491, -28.348, -0.479], [0.282, -29.307, -1.289], [-1.655, -28.047, -1.274], [-2.507, -26.685, 1.231], [-3.581, -27.741, 0.427], [-3.009, -26.218, -0.369]], "lowdin_charge": [0.10, -0.82, -0.03, -0.03, 0.09, 0.00, -0.55, -0.02, 0.02, -0.04, 0.08, 0.08, 0.07, 0.07, 0.07, 0.08, 0.07, 0.01, -0.55, -0.01, 0.03, -0.06, 0.08, 0.08, 0.04, 0.15, 0.05, 0.07, 0.10, 0.00, -0.57, 0.02, 0.03, -0.08, 0.06, 0.08, 0.08, 0.08, 0.07, 0.09, 0.06, 0.01, -0.55, -0.02, 0.04, -0.07, 0.06, 0.07, 0.08, 0.09, 0.07, 0.09, 0.08, 0.00, -0.49, 0.00, 0.00, -0.06, 0.07, 0.04, 0.07, 0.07, 0.08, 0.08, 0.07, 0.00, -0.60, 0.03, 0.01, -0.04, 0.08, 0.07, 0.09, 0.13, 0.09, 0.06, 0.09, -0.01, -0.57, 0.00, 0.04, -0.04, 0.09, 0.08, 0.05, 0.08, 0.08, 0.08, 0.07]}